1.
Here is a 14-piece molecular cluster, C20H35Cl26IO3Si overall from the OMol25 dataset. Energies are from the ωB97M-V functional and the def2-TZVPD basis.

Positions of all 86 atoms, in Å:
C: 0.0536 -1.6345 -1.6772
Si: 1.6771 -2.7328 -1.6691
C: 1.2993 -4.2350 -2.8191
C: 3.0817 -1.5597 -2.3513
C: 2.0267 -3.1844 0.1699
C: 2.6091 -4.3881 0.8230
I: 3.3269 -6.1824 -0.2035
C: 2.6275 -4.1090 2.4719
O: 3.2599 -4.8649 3.4061
O: 1.8127 -2.8856 2.7693
C: 1.7476 -2.1970 1.4658
O: 1.5317 -0.8680 1.2604
H: -0.2325 -1.2976 -2.7663
H: -0.8219 -2.3540 -1.3078
H: 0.0959 -0.7455 -0.9168
H: 0.2314 -4.0661 -3.3253
H: 2.0722 -4.1923 -3.7152
H: 1.2537 -5.2745 -2.2807
H: 2.8143 -0.4758 -1.9379
H: 3.0453 -1.5258 -3.5230
H: 4.1523 -1.8343 -1.9207
C: -0.8598 1.4925 2.4020
Cl: -2.1353 1.8719 1.2384
Cl: -1.5420 1.0442 3.9701
H: -0.2668 0.6579 2.0203
H: -0.2219 2.3705 2.5295
C: 0.7081 -2.3406 -6.2475
Cl: -0.5211 -1.7469 -5.1243
Cl: 2.3322 -2.1336 -5.5806
H: 0.5339 -3.4026 -6.4367
H: 0.6341 -1.7821 -7.1837
C: -1.3219 -2.9244 5.2752
Cl: -2.5974 -2.5450 4.1115
Cl: -2.0041 -3.3727 6.8432
H: -0.7289 -3.7590 4.8934
H: -0.6840 -2.0464 5.4026
C: -4.7151 -3.3129 1.3248
Cl: -5.6755 -2.0986 2.1783
Cl: -4.5437 -2.9010 -0.3858
H: -3.7228 -3.3654 1.7792
H: -5.2114 -4.2827 1.4092
C: 1.0317 4.9433 1.8132
Cl: 0.9861 3.6018 0.6628
Cl: 2.5936 5.7700 1.7647
H: 0.2437 5.6564 1.5595
H: 0.8665 4.5538 2.8207
C: 4.7775 3.0595 0.6603
Cl: 4.7319 1.7180 -0.4901
Cl: 6.3394 3.8862 0.6118
H: 3.9895 3.7726 0.4066
H: 4.6123 2.6700 1.6677
C: -2.9152 1.8458 -2.8443
Cl: -4.5780 1.4972 -2.3557
Cl: -1.9924 0.3547 -3.0690
H: -2.9298 2.4004 -3.7856
H: -2.4353 2.4477 -2.0688
C: -4.6619 -5.3897 4.9875
Cl: -5.9374 -5.0103 3.8239
Cl: -5.3441 -5.8380 6.5556
H: -4.0689 -6.2243 4.6058
H: -4.0240 -4.5117 5.1150
C: 1.5528 -4.2712 -9.8631
Cl: 0.2773 -3.8918 -11.0268
Cl: 0.8706 -4.7196 -8.2951
H: 2.1459 -5.1058 -10.2449
H: 2.1907 -3.3932 -9.7357
C: 3.0394 1.3861 -7.0102
Cl: 1.3766 1.0376 -6.5216
Cl: 3.9622 -0.1049 -7.2349
H: 3.0248 1.9408 -7.9515
H: 3.5193 1.9880 -6.2347
C: -3.8269 3.8895 4.6838
Cl: -2.5775 4.9119 3.9636
Cl: -5.2210 4.8507 5.1912
H: -4.1525 3.1525 3.9457
H: -3.4101 3.3793 5.5556
C: 3.1632 5.2412 5.4293
Cl: 1.5004 4.8927 5.9179
Cl: 4.0859 3.7502 5.2045
H: 3.1485 5.7959 4.4880
H: 3.6431 5.8432 6.2048
C: -3.0422 8.5881 3.0045
Cl: -1.3115 8.5877 3.3647
Cl: -3.4477 9.8477 1.8324
H: -3.3199 7.6152 2.5917
H: -3.5977 8.7692 3.9279

Output
2S+1 = 1
HOMO = -10.001 eV
orbital gap = 8.10 eV
strongest force on any atom = 0.195 Eh/bohr

---

2.
Here is C20H35F2GeN4O3RbS as an isolated structure from the OMol25 dataset. Energies are from the ωB97M-V functional and the def2-TZVPD basis.

Positions of all 67 atoms, in Å:
Rb: 0.4075 0.1912 -0.3316
N: 4.0524 3.6345 -2.0452
C: 3.2949 2.4594 -1.9612
S: 1.5570 2.7402 -2.4571
N: 3.8176 1.3706 -1.5850
N: 3.0943 0.2420 -1.3915
C: 3.7989 -0.8774 -1.5292
C: 3.2445 -2.1596 -1.3382
C: 4.0337 -3.3241 -1.5647
C: 3.4963 -4.5660 -1.3681
C: 2.1598 -4.6785 -0.9413
C: 1.4506 -3.5026 -0.7523
N: 1.9385 -2.2831 -0.9354
H: 3.4937 4.4656 -2.1486
H: 4.7542 3.7100 -1.3254
H: 4.8432 -0.8107 -1.8354
H: 5.0572 -3.2053 -1.9011
H: 4.0916 -5.4554 -1.5415
H: 1.7014 -5.6425 -0.7675
H: 0.4127 -3.5457 -0.4264
C: -4.2622 -1.2466 -0.5005
C: -2.8071 -1.2297 -0.9983
C: -2.4616 -2.6205 -1.5451
C: -2.6879 -0.2003 -2.1349
O: -1.9024 -0.9406 0.0329
Ge: -2.2104 0.3594 1.4542
O: -0.4279 0.1696 2.1909
C: -0.0155 -0.7994 3.1181
C: -1.1068 -1.1035 4.1564
C: 1.2161 -0.2463 3.8456
C: 0.3663 -2.1015 2.3992
O: -1.6400 1.8546 0.3616
C: -1.6207 3.1866 0.8007
C: -2.8090 3.5155 1.7183
C: -1.6995 4.0804 -0.4427
C: -0.3130 3.4785 1.5530
H: -4.9334 -1.6133 -1.2795
H: -4.5738 -0.2397 -0.2123
H: -4.3455 -1.8925 0.3762
H: -3.1260 -2.8908 -2.3689
H: -2.5569 -3.3657 -0.7523
H: -1.4303 -2.6293 -1.9046
H: -3.4473 -0.3740 -2.9006
H: -1.7030 -0.2616 -2.6057
H: -2.8110 0.8022 -1.7201
H: -1.4461 -0.1754 4.6224
H: -0.7293 -1.7741 4.9308
H: -1.9649 -1.5729 3.6694
H: 0.9538 0.6675 4.3835
H: 1.9943 -0.0079 3.1176
H: 1.6108 -0.9749 4.5576
H: -0.4885 -2.4444 1.8113
H: 0.6510 -2.8778 3.1129
H: 1.2011 -1.9248 1.7171
H: -3.7422 3.2304 1.2277
H: -2.8402 4.5832 1.9468
H: -2.7311 2.9596 2.6551
H: -2.6482 3.9201 -0.9593
H: -0.8874 3.8253 -1.1244
H: -1.6178 5.1359 -0.1708
H: -0.2217 2.7854 2.3910
H: -0.2934 4.5070 1.9224
H: 0.5418 3.3283 0.8880
F: 2.1959 1.3919 -4.6284
C: 1.3791 1.3035 -3.5431
F: 0.0972 1.2800 -4.0150
H: 1.5948 0.3796 -3.0077

Output
ΔE to the lowest compared entry with this formula, charge and spin = 109.5 kJ/mol
2S+1 = 2
HOMO (spin up / spin down) = -2.203 / -4.817 eV
orbital gap (spin up / spin down) = 4.45 / 7.06 eV
strongest force on any atom = 0.025 Eh/bohr
charge = -1

---

3.
Here is C20H35N2O2P2Pd as an isolated structure from the OMol25 dataset. Energies are from the ωB97M-V functional and the def2-TZVPD basis.

Positions of all 62 atoms, in Å:
Pd: -0.0698 -0.2005 -0.1747
P: 0.2778 1.8318 0.7715
C: 1.7842 2.4991 -0.0403
C: 2.1715 1.8070 -1.3159
N: 1.5322 0.6934 -1.6612
C: 2.0219 -0.1418 -2.5736
C: 3.2341 0.1560 -3.2124
C: 3.8455 1.3879 -2.9795
C: 3.2732 2.2549 -2.0514
C: 1.2805 -1.4500 -2.7912
P: -0.4362 -1.3203 -2.1631
H: 3.6742 3.2378 -1.8483
H: 3.6660 -0.5874 -3.8732
H: 4.7623 1.6561 -3.4927
H: 1.2725 -1.7503 -3.8477
H: 1.7918 -2.2408 -2.2197
H: 1.6298 3.5371 -0.1878
H: 2.6209 2.3587 0.6713
H: -1.1534 4.5229 -4.9182
O: -0.4327 5.0135 -4.5120
H: -0.6844 5.0072 -3.5825
H: -3.4038 1.2111 -2.0850
O: -4.1911 1.7740 -2.0505
H: -4.2307 2.1861 -2.9336
C: -1.2837 -0.6108 -3.6078
H: -1.0388 -1.1879 -4.5134
H: -2.3679 -0.6324 -3.4357
H: -0.9645 0.4309 -3.7407
C: -1.0449 -3.0265 -2.0375
H: -2.1366 -2.9928 -1.9195
H: -0.7897 -3.5999 -2.9392
H: -0.6103 -3.5064 -1.1520
C: 0.8448 1.6945 2.4831
H: 1.1255 2.6709 2.8924
H: 0.0287 1.2632 3.0586
H: 1.7231 1.0413 2.4963
C: -1.1324 2.9783 0.7811
H: -1.8559 2.5948 1.5160
H: -0.8611 4.0060 1.0704
H: -1.6200 2.9640 -0.2031
C: -3.3018 -0.2698 3.1683
N: -1.9105 -0.6749 3.0979
C: -1.2810 -0.7864 4.4002
C: -1.6768 -1.7538 2.1509
C: -0.2346 -2.1577 2.0787
C: 0.2626 -3.1248 2.9595
C: 1.6221 -3.4229 2.9474
C: 2.4937 -2.7946 2.0525
C: 1.9981 -1.8671 1.1250
C: 0.6401 -1.5802 1.1673
H: -3.3971 0.5666 3.8726
H: -3.9450 -1.0992 3.5189
H: -3.6488 0.0399 2.1726
H: -1.5183 -1.7368 4.9111
H: -0.1884 -0.6963 4.3390
H: -1.6600 0.0369 5.0207
H: -2.2817 -2.6456 2.4250
H: -2.0085 -1.3767 1.1667
H: -0.4277 -3.6075 3.6574
H: 2.0066 -4.1525 3.6582
H: 3.5566 -3.0348 2.0468
H: 2.6476 -1.3925 0.3860

Output
ΔE to the lowest compared entry with this formula, charge and spin = 0.0 kJ/mol
2S+1 = 3
HOMO (spin up / spin down) = -9.915 / -10.555 eV
orbital gap (spin up / spin down) = 7.68 / 5.26 eV
strongest force on any atom = 0.029 Eh/bohr
charge = +1

---

4.
Here is C20H35N2O2P2W as an isolated structure from the OMol25 dataset. Energies are from the ωB97M-V functional and the def2-TZVPD basis.

Positions of all 62 atoms, in Å:
W: -0.3765 0.5712 0.2576
P: -0.6986 1.4342 2.5967
P: -0.1488 -0.4722 -2.1172
N: -1.0320 2.2388 -0.4758
H: 1.3405 0.6814 0.3590
C: 0.7197 2.1512 3.4997
H: 0.3954 2.5110 4.4863
H: 1.1272 2.9923 2.9266
H: 1.5140 1.4085 3.6310
C: -1.4156 0.2291 3.7488
H: -1.5058 0.6863 4.7420
H: -0.8018 -0.6738 3.8237
H: -2.4097 -0.0585 3.3909
C: -1.9087 2.7971 2.5975
H: -2.0798 3.1239 3.6325
H: -2.8545 2.4544 2.1625
H: -1.5354 3.6414 2.0065
C: 1.4937 -0.4004 -2.8617
H: 1.4734 -0.8473 -3.8432
H: 2.2106 -0.9436 -2.2527
H: 1.8538 0.6210 -2.8694
C: -0.7080 -2.1716 -2.1990
H: -0.5237 -2.5476 -3.2060
H: -1.7570 -2.2613 -1.9331
H: -0.1545 -2.7920 -1.4842
C: -1.2055 0.4194 -3.2902
H: -1.0899 -0.0535 -4.2721
H: -0.9184 1.4733 -3.3561
H: -2.2542 0.3645 -2.9818
C: -1.5770 3.3428 -0.9395
C: -1.4158 5.6734 -1.6311
C: -0.8013 4.5354 -1.1488
C: -2.9830 3.3694 -1.2381
C: -3.5594 4.5277 -1.7237
C: -2.7890 5.6825 -1.9228
H: -0.8192 6.5691 -1.7850
H: 0.2607 4.4786 -0.9121
H: -3.5471 2.4500 -1.0645
H: -4.6232 4.5328 -1.9495
H: -3.2581 6.5916 -2.3057
C: 0.7144 -2.0510 1.7080
O: -0.2655 -1.4441 1.1855
C: 1.7809 -1.3295 2.4101
H: 2.6503 -1.9654 2.6089
H: 1.4259 -0.9657 3.3891
H: 2.1009 -0.4545 1.8280
C: 0.6006 -3.5213 1.7727
H: 1.4771 -4.0018 1.3547
H: -0.2728 -3.8849 1.2343
H: 0.5685 -3.8522 2.8117
O: 1.2585 -1.0874 -0.7768
N: 1.9732 -2.5388 -0.7443
C: 1.8285 -3.1900 -1.9052
C: 1.6479 -4.5400 -1.7540
C: 2.3739 -5.1583 -0.7513
C: 3.2319 -4.3208 0.0026
C: 2.9775 -2.9287 0.0537
H: 1.5866 -2.7580 -2.8674
H: 0.9339 -5.0772 -2.3925
H: 2.2477 -6.2370 -0.6091
H: 3.9795 -4.7419 0.6185
H: 3.5427 -2.2823 0.7250

Output
ΔE to the lowest compared entry with this formula, charge and spin = 150.1 kJ/mol
2S+1 = 4
HOMO (spin up / spin down) = -5.300 / -7.064 eV
orbital gap (spin up / spin down) = 5.03 / 6.95 eV
strongest force on any atom = 0.127 Eh/bohr

---

5.
Here is C20H36BCl18F10HgNO4S2 as an isolated structure from the OMol25 dataset. Energies are from the ωB97M-V functional and the def2-TZVPD basis.

Positions of all 93 atoms, in Å:
Hg: 1.2134 -2.1377 -2.2739
B: -0.2399 -4.2718 -2.9381
F: -0.8727 -3.0077 -2.6628
F: -1.1050 -5.3091 -2.9341
F: 0.4668 -4.1287 -4.1603
F: 0.7957 -4.4141 -1.9202
C: 1.6139 -1.2462 1.5725
F: 2.4953 -2.1607 1.1955
F: 1.3789 -1.3222 2.8743
F: 2.0643 -0.0340 1.2846
S: -0.0095 -1.5705 0.7040
O: -0.0579 -2.9636 0.4227
O: -1.0190 -1.0548 1.5336
N: 0.2121 -0.8688 -0.8416
S: -0.6593 0.4799 -0.8276
O: -2.0625 0.2703 -0.8378
O: -0.1274 1.4435 0.0864
C: -0.3519 1.1888 -2.5043
F: -0.8858 2.3935 -2.5511
F: 0.9607 1.2817 -2.7459
F: -0.9023 0.4132 -3.4445
Cl: 0.7605 6.7662 -1.6211
C: 1.7146 5.4429 -0.9162
C: 2.1290 4.3925 -1.9310
Cl: 3.6205 4.8466 -2.8002
H: 1.1548 4.9645 -0.1208
H: 2.6297 5.8929 -0.5406
H: 1.3473 4.2087 -2.6610
H: 2.3521 3.4794 -1.3843
Cl: -5.8120 3.3035 -5.4516
C: -4.1137 2.9305 -5.8719
C: -3.3866 2.3438 -4.7080
Cl: -4.0872 0.8028 -4.1788
H: -3.6702 3.8645 -6.2031
H: -4.1569 2.2238 -6.6962
H: -3.3120 3.0493 -3.8814
H: -2.3532 2.1070 -4.9638
Cl: 0.0679 -7.3530 2.6260
C: -1.1324 -6.2120 1.9383
C: -1.7052 -5.3219 2.9982
Cl: -0.5020 -4.0978 3.5101
H: -1.9059 -6.8458 1.5090
H: -0.6464 -5.6518 1.1457
H: -1.9440 -5.8641 3.9077
H: -2.5993 -4.8095 2.6512
Cl: -2.2113 -0.8106 -7.0144
C: -2.4514 -1.8687 -5.6069
C: -3.7792 -2.5788 -5.7194
Cl: -4.2511 -3.3116 -4.1749
H: -2.3324 -1.3443 -4.6634
H: -1.6372 -2.5974 -5.6039
H: -3.7391 -3.3394 -6.4958
H: -4.5600 -1.8794 -6.0119
Cl: 5.9759 -2.0501 -0.8633
C: 5.9892 -0.4919 -1.6991
C: 4.9730 0.4597 -1.1115
Cl: 3.2802 -0.1759 -1.3158
H: 5.7512 -0.6859 -2.7464
H: 6.9791 -0.0399 -1.7350
H: 4.9511 1.4113 -1.6332
H: 5.0879 0.5508 -0.0365
Cl: 0.3184 -1.0842 5.8923
C: -1.2445 -0.7667 5.1021
C: -2.3520 -1.4004 5.8858
Cl: -3.9033 -1.2320 4.9671
H: -1.2227 -1.1150 4.0717
H: -1.3576 0.3161 5.0393
H: -2.6067 -0.8914 6.8046
H: -2.1335 -2.4599 5.9801
Cl: 6.5906 -0.2119 2.1540
C: 4.9669 -0.5775 2.8118
C: 4.8340 -0.2094 4.2728
Cl: 5.0873 1.5374 4.5563
H: 4.8182 -1.6505 2.6956
H: 4.2272 -0.0536 2.2095
H: 5.5489 -0.7159 4.9110
H: 3.8149 -0.4398 4.5822
Cl: 0.1382 2.8244 5.0377
C: 1.4778 2.6056 3.8827
C: 1.3109 3.5283 2.7007
Cl: 2.5151 3.0694 1.4583
H: 1.4823 1.5557 3.5868
H: 2.4111 2.7554 4.4220
H: 1.5662 4.5339 3.0265
H: 0.3037 3.4980 2.2972
Cl: -3.6753 2.7085 -0.4136
C: -4.5204 2.0996 1.0288
C: -3.6040 2.1412 2.2280
Cl: -3.1654 3.8094 2.6841
H: -4.8372 1.0757 0.8506
H: -5.3700 2.7568 1.1927
H: -2.7003 1.5709 2.0213
H: -4.1023 1.7297 3.1036

Output
2S+1 = 1
HOMO = -10.376 eV
orbital gap = 6.07 eV
strongest force on any atom = 0.060 Eh/bohr

---

6.
Here is a 3-piece molecular cluster, C20H36BF6NO8 overall from the OMol25 dataset. Energies are from the ωB97M-V functional and the def2-TZVPD basis.

Positions of all 72 atoms, in Å:
C: 4.4157 -0.1224 -0.5372
C: 2.9807 -0.1538 0.2557
C: 2.3901 1.3181 0.6683
C: 1.6495 2.1399 -0.5397
C: 1.7872 1.4734 -2.0296
C: 0.6177 2.2095 -2.9722
C: -0.5491 1.1020 -3.4300
O: -1.8081 1.2444 -2.6776
C: -1.6304 0.9688 -1.2407
O: -0.8743 -0.1051 -0.9045
N: -2.1832 1.8234 -0.1138
C: -2.5300 3.2260 -0.5619
C: -2.1065 4.2401 0.6829
C: -0.6433 4.9799 0.4403
B: -3.3190 1.1415 0.6265
O: -4.7218 1.5968 0.7032
O: -2.9810 -0.1147 1.3778
C: -3.6936 -1.2366 0.7176
H: 4.7419 0.9990 -0.6204
H: 5.1661 -0.7892 0.1026
H: 4.2298 -0.6435 -1.5880
H: 3.1517 -0.7405 1.2811
H: 2.1881 -0.8213 -0.3365
H: 3.2211 1.9608 1.2347
H: 1.5552 1.1191 1.4980
H: 2.1930 3.2014 -0.5996
H: 0.5462 2.3739 -0.2069
H: 1.5551 0.3285 -2.0916
H: 2.8228 1.7879 -2.4975
H: 0.0536 2.9994 -2.2938
H: 1.0698 2.7243 -3.9301
H: -0.8163 1.3328 -4.5682
H: -0.1340 -0.0086 -3.4303
H: -1.8870 3.5920 -1.4966
H: -3.6601 3.3609 -0.9012
H: -2.8993 5.1232 0.7431
H: -2.0737 3.6786 1.7347
H: -0.2994 4.8690 -0.6798
H: 0.1070 4.5039 1.2110
H: -0.6716 6.1473 0.6660
H: -4.8550 2.2550 1.4660
H: -4.8575 -1.0157 0.5880
H: -3.6377 -2.1832 1.4347
H: -3.2012 -1.5564 -0.3173
C: 5.8643 -5.5995 -4.5474
C: 6.1311 -5.4698 -3.0593
O: 7.1274 -4.4660 -2.8110
C: 6.6858 -3.1670 -2.7964
O: 5.5179 -2.8402 -2.9869
C: 7.8343 -2.2135 -2.4733
F: 8.9727 -2.5022 -3.1676
F: 8.1751 -2.2518 -1.1531
F: 7.5414 -0.9107 -2.7526
H: 6.7959 -5.7897 -5.0901
H: 5.1656 -6.4170 -4.7456
H: 5.4418 -4.6762 -4.9549
H: 6.5296 -6.4149 -2.6747
H: 5.2127 -5.2566 -2.5002
C: -4.2463 -0.3844 3.8220
C: -4.9324 0.1136 5.0803
O: -6.3193 -0.2581 5.0796
C: -6.6023 -1.5369 5.4889
O: -5.7486 -2.3478 5.8361
C: -8.1103 -1.7795 5.4865
F: -8.7197 -1.3111 4.3594
F: -8.7289 -1.1654 6.5356
F: -8.4386 -3.1008 5.5724
H: -4.7747 -0.0316 2.9304
H: -3.2108 -0.0350 3.7815
H: -4.2450 -1.4777 3.7791
H: -4.8969 1.2081 5.1084
H: -4.4306 -0.2478 5.9854

Output
ΔE to the lowest compared entry with this formula, charge and spin = 448.5 kJ/mol
2S+1 = 1
structure (SMILES) = CCCCCCCOC(=O)N(CCC)B(O)OC.CCOC(=O)C(F)(F)F.CCOC(=O)C(F)(F)F
HOMO = -10.183 eV
orbital gap = 10.36 eV
strongest force on any atom = 0.164 Eh/bohr

---

no.,calculated total energy (eV)
1,-369006.9930
2,-106855.5036
3,-50433.1684
4,-48777.2964
5,-310108.8128
6,-56170.6750